1.
13
Properties=species:S:1:pos:R:3:forces:R:3:mulliken_charge:R:1 method="wB97M-V/def2-TZVPD" orbital_gap_ev="6.8 / 5.6" spin_multiplicity=1 e_lumo_ha="-0.0583 / -0.0766"
C 1.4468 0.6387 0.4108 1.6 0.6 3.4 -0.74
C -0.0759 -0.6258 -1.1044 0.4 2.0 0.0 -0.64
C 0.6526 -0.5965 0.3061 -4.5 -0.2 -0.6 -0.32
Si -2.1268 0.5288 0.6155 2.7 -1.0 -1.1 0.46
S 0.7649 2.1843 -0.1084 -1.4 0.1 -0.4 -0.21
S -1.8756 -0.3256 -1.3104 0.0 0.3 0.7 -0.15
S -0.7777 -0.6942 1.7539 0.5 0.8 -1.1 -0.16
H 1.6936 0.8418 1.5129 -0.1 -0.8 -1.3 0.30
H 2.4212 0.4387 -0.0325 0.1 0.2 -0.4 0.37
H 0.3394 0.2348 -1.7147 -0.1 -1.2 0.7 0.34
H 0.0479 -1.5491 -1.5930 0.5 -1.2 -0.6 0.41
H 1.0434 -1.5770 0.4984 0.9 -0.1 0.1 0.47
H -3.5537 0.5010 0.7659 -0.7 0.4 0.7 -0.12



2.
51
Properties=species:S:1:pos:R:3:forces:R:3:mulliken_charge:R:1 method="wB97M-V/def2-TZVPD" orbital_gap_ev=7.7 spin_multiplicity=1 e_lumo_ha=0.0006
O 0.7250 3.7158 -2.8200 -0.1 0.2 0.1 -0.68
C 1.0191 2.8678 -1.9938 0.0 -0.1 -0.1 0.61
N 1.8012 1.8074 -2.2937 0.1 -0.2 -0.2 0.18
C 2.3683 0.8335 -1.3860 0.2 -0.1 0.4 -0.03
C 2.2350 -0.5620 -2.0355 0.0 0.1 0.0 -1.06
N 1.1060 -0.6134 -2.9311 0.4 0.0 -0.1 0.10
C -0.1606 -0.9228 -2.4751 -0.4 -0.3 0.1 0.06
C -0.4454 -1.0999 -1.1150 0.2 0.0 -0.2 1.14
C -1.7089 -1.4740 -0.6997 -0.4 -0.1 -0.1 -0.67
C -2.7079 -1.6654 -1.6339 0.1 0.0 0.0 0.16
C -2.4612 -1.5048 -2.9838 -0.2 0.0 0.3 -0.89
C -1.1941 -1.1471 -3.3961 0.1 0.1 0.1 -0.33
H -1.0022 -1.0619 -4.4540 0.0 0.0 -0.1 0.50
H -3.2512 -1.6716 -3.6987 -0.1 0.0 -0.1 0.44
F -3.9477 -2.0220 -1.2138 0.1 0.0 -0.1 -0.37
H -1.9303 -1.6172 0.3482 0.0 0.0 0.1 0.42
H 0.3076 -0.9226 -0.3657 0.1 0.0 0.0 -0.21
C 1.2875 0.2541 -4.0810 0.1 0.0 -0.2 -0.98
C 2.0912 1.5118 -3.6784 -0.1 0.1 -0.3 -1.00
H 3.1671 1.3501 -3.7925 0.0 0.0 0.0 0.37
H 1.7932 2.3692 -4.2825 0.1 -0.1 0.0 0.41
H 0.3120 0.5656 -4.4532 0.1 0.0 0.0 0.53
H 1.8153 -0.2830 -4.8796 -0.1 0.1 -0.1 0.28
H 3.1246 -0.7863 -2.6338 0.0 0.0 0.1 0.36
H 2.1475 -1.3302 -1.2692 0.1 0.0 0.0 0.54
H 1.8668 0.8503 -0.4224 0.1 0.0 -0.1 -0.17
H 3.4292 1.0674 -1.2246 -0.1 -0.1 0.0 0.37
C 0.5069 2.9671 -0.6055 -0.2 0.9 0.4 0.21
C 0.3417 4.0651 0.1949 0.2 -0.6 -0.5 -0.77
C -0.2846 3.6046 1.3747 -0.2 -0.6 0.0 -0.93
C -0.4911 2.2646 1.1980 0.0 0.8 0.3 0.23
C -1.0160 1.2038 2.0721 0.9 -0.5 0.0 -0.58
H -1.5394 1.5977 2.9355 -0.1 0.0 0.1 0.58
H -1.6139 0.4838 1.5199 -0.1 -0.1 0.0 0.24
S 0.4563 0.2801 2.7052 -0.3 -0.2 0.3 1.32
O 1.2330 -0.1766 1.5831 -0.2 -0.3 -0.2 -0.62
O 1.1107 1.1008 3.6824 -0.2 0.1 0.3 -0.70
C -0.2601 -1.1520 3.5223 0.2 0.6 -0.4 -0.09
C -0.6907 -1.0270 4.8298 0.0 0.1 0.1 -0.52
C -1.2781 -2.1104 5.4588 0.0 -0.1 0.0 -0.57
C -1.4244 -3.2977 4.7549 0.0 -0.1 0.1 0.14
C -0.9892 -3.4255 3.4438 0.0 0.0 0.1 -0.72
C -0.3997 -2.3368 2.8248 0.0 0.0 -0.1 -0.18
H -0.0303 -2.4014 1.8137 0.0 -0.1 -0.2 0.57
H -1.1080 -4.3609 2.9193 0.0 -0.1 0.0 0.45
Br -2.2299 -4.7856 5.6117 0.1 0.1 -0.1 -0.18
H -1.6165 -2.0398 6.4808 0.0 0.0 0.1 0.43
H -0.5414 -0.0916 5.3451 0.0 0.1 0.1 0.45
O -0.0081 1.8754 0.0032 -0.1 -0.2 -0.3 0.08
H -0.5574 4.1872 2.2299 -0.1 0.1 0.2 0.50
H 0.6429 5.0662 -0.0333 0.1 0.2 -0.1 0.56



3.
14
Properties=species:S:1:pos:R:3:forces:R:3:mulliken_charge:R:1 method="wB97M-V/def2-TZVPD" orbital_gap_ev=10.0 spin_multiplicity=1 e_lumo_ha=0.0391
C 0.5289 0.7176 -1.8679 0.0 0.1 0.3 -0.67
O -0.2219 -0.2006 -1.1085 -0.1 -0.1 -0.4 -0.31
H 1.4775 0.2797 -2.1781 0.1 -0.1 -0.2 0.30
H -0.0649 0.9829 -2.7401 0.1 0.0 0.0 0.24
H 0.7730 1.6199 -1.2961 -0.1 0.1 0.0 0.29
C -1.1644 -0.1065 1.6314 0.8 -0.1 0.4 -0.75
C 0.4816 -0.8071 -0.0473 -0.1 -0.1 0.8 -0.55
N 0.2488 -0.2295 1.2527 0.0 -0.2 -0.3 -0.33
H -1.7339 -0.7918 1.0145 -0.3 0.1 0.0 0.29
H -1.5208 0.9123 1.5369 -0.3 0.1 -0.3 0.24
H -1.2877 -0.3840 2.6802 0.0 -0.1 0.0 0.28
H 0.1571 -1.8544 -0.0284 0.0 0.2 0.0 0.33
H 1.5596 -0.7697 -0.1966 0.1 -0.1 -0.3 0.40
H 0.7670 0.6311 1.3471 -0.1 0.1 0.1 0.24



4.
75
Properties=species:S:1:pos:R:3:forces:R:3:mulliken_charge:R:1 method="wB97M-V/def2-TZVPD" orbital_gap_ev=6.5 spin_multiplicity=1 e_lumo_ha=-0.0385
C -0.5800 2.9964 -3.5525 0.2 0.0 -0.8 -1.06
C -0.2595 3.0383 -2.0818 -0.4 0.0 -0.1 -0.36
O -0.8340 1.8293 -1.5414 0.8 0.6 0.5 -0.01
C -0.5261 1.6136 -0.2378 1.3 0.1 0.4 -0.51
C -1.0151 0.2784 0.1741 0.3 0.4 -1.2 2.92
C -1.1157 -0.0379 1.5955 -1.6 -1.0 2.3 -0.32
O -2.2449 -0.3162 2.0569 1.8 -0.1 -0.8 -0.74
C 0.0347 -0.2012 2.5926 -0.3 -0.3 -0.3 -0.42
C 0.6428 1.0707 3.1559 0.4 0.5 0.3 -0.52
C -0.2946 1.9409 4.0382 0.5 0.2 -0.2 -1.33
C -1.1358 2.9439 3.2203 0.1 0.3 -0.5 -0.04
C -2.6519 2.8065 3.3533 0.0 -0.1 0.1 -0.58
C -3.4483 3.5917 2.2954 0.2 -0.4 -0.3 -1.36
C -3.2662 3.0633 0.8540 0.1 0.0 -0.2 0.37
C -3.8125 1.6499 0.6259 -0.5 -0.1 0.6 -0.67
C -3.4264 0.9350 -0.6693 -0.1 -0.5 -0.4 -0.86
C -2.2247 -0.0894 -0.6610 -0.4 -0.5 0.1 -1.68
O 0.1646 2.4116 0.3981 -0.6 -1.0 -0.9 -0.74
H -0.3259 3.9695 -4.0133 -0.1 -0.5 0.1 0.42
H 0.0066 2.1872 -4.0352 -0.3 0.6 0.1 0.22
H -1.6445 2.7837 -3.7508 0.4 0.2 0.2 0.25
H 0.8300 3.0444 -1.9124 -0.4 0.1 0.1 0.26
H -0.7275 3.9095 -1.5981 0.3 -0.3 0.0 0.37
H -0.3831 -0.8052 3.4098 0.0 0.2 -0.2 0.49
H 0.8159 -0.8095 2.1286 -0.1 0.2 0.0 -0.16
H 1.5098 0.7740 3.7739 -0.2 0.1 -0.3 0.56
H 1.0101 1.6816 2.3127 0.0 -0.2 0.6 0.06
H -0.9203 1.3079 4.6839 0.1 0.1 -0.2 0.45
H 0.3567 2.5406 4.6947 -0.2 -0.4 0.0 0.36
H -0.8511 3.9708 3.5094 -0.1 -0.3 -0.1 0.71
H -0.8306 2.8586 2.1616 -0.3 0.0 0.6 -0.18
H -2.9061 1.7360 3.3104 -0.1 0.3 0.0 0.29
H -2.9387 3.1655 4.3534 -0.1 -0.2 -0.2 0.42
H -4.5104 3.5720 2.5621 0.0 -0.1 -0.1 0.37
H -3.1552 4.6450 2.3086 0.1 0.0 0.1 0.41
H -3.7820 3.7384 0.1479 0.2 -0.1 0.2 0.45
H -2.2016 3.0938 0.5816 -0.3 0.2 0.2 -0.21
H -3.5477 0.9762 1.4447 -0.2 0.4 -0.1 0.09
H -4.9121 1.7375 0.6480 0.2 -0.1 0.0 0.57
H -4.3055 0.3338 -0.9602 0.4 0.2 -0.1 0.50
H -3.2612 1.6747 -1.4621 0.0 -0.2 0.1 0.12
H -1.8731 -0.2117 -1.7015 -0.3 -0.1 0.4 0.20
H -2.5849 -1.0668 -0.2971 0.1 0.4 -0.2 0.57
C 1.0797 -4.7055 -5.7774 -0.2 0.7 0.1 -0.81
O 0.8670 -3.2707 -5.7242 -0.2 -0.3 0.0 -0.43
C 0.5719 -2.6622 -4.5469 0.2 0.0 1.0 0.66
C 0.7757 -1.2578 -4.4556 -0.3 -1.1 -0.4 -0.69
C 0.7534 -0.6403 -3.2289 0.1 -0.4 1.0 -0.01
C 0.5932 -1.4040 -2.0412 -1.0 -0.5 -0.4 0.42
C 0.9266 -0.7947 -0.7689 -0.7 2.3 0.0 -1.54
C 1.9625 -1.3087 0.1012 0.4 -0.4 1.1 0.81
C 2.8197 -0.3769 0.7679 -0.5 -0.3 -0.7 0.15
C 3.8034 -0.7940 1.6307 0.2 -0.8 0.4 -0.58
C 3.9939 -2.1809 1.8719 -0.5 0.0 -0.5 0.68
O 4.9240 -2.5193 2.8020 -0.2 -0.6 -0.1 -0.44
C 4.9925 -3.8968 3.2463 0.1 0.4 -0.5 -0.85
C 3.2270 -3.1234 1.1359 0.6 0.4 0.9 -0.72
C 2.1980 -2.6844 0.3183 0.2 0.6 -0.1 -0.57
C 0.1660 -2.7436 -2.1637 0.2 0.5 0.1 -0.20
C 0.1444 -3.3702 -3.3940 0.3 -0.1 -1.1 -0.90
H 1.4189 -4.8717 -6.7978 0.0 -0.1 0.1 0.26
H 1.8520 -5.0330 -5.0656 -0.2 0.2 -0.1 0.36
H 0.1536 -5.2659 -5.6020 0.1 0.2 0.0 0.32
H 0.9714 -0.7001 -5.3577 0.1 0.0 -0.1 0.46
H 0.9552 0.4271 -3.1334 0.0 -0.3 -0.1 0.45
H 0.9902 0.2864 -0.8439 0.8 -0.4 -0.4 0.36
H 2.7112 0.6928 0.5487 -0.1 -0.4 0.2 0.24
H 4.4172 -0.0727 2.1647 0.0 -0.2 -0.1 0.45
H 5.7219 -3.8818 4.0544 -0.1 -0.1 -0.1 0.25
H 4.0229 -4.2571 3.6178 0.2 0.2 -0.1 0.37
H 5.3476 -4.5724 2.4434 -0.1 0.4 0.3 0.31
H 3.4536 -4.1895 1.2379 -0.3 0.4 0.0 0.38
H 1.5991 -3.4272 -0.1879 0.0 0.1 0.0 0.28
H -0.1376 -3.3075 -1.2803 0.1 0.2 -0.2 0.55
H -0.1505 -4.4260 -3.4887 0.2 0.6 0.1 0.29



Record-wise ΔE to the lowest compared entry with this formula, charge and spin values, in kJ/mol: 270.45 7.00 139.68 235.79
Record-wise energy values, in eV: -43589.8033 -117903.2085 -6793.6080 -41993.3466
Record-wise F_max values, in eV Å⁻¹: 4.53 1.03 0.90 2.99